Record 1
148
Properties=species:S:1:pos:R:3:forces:R:3:mulliken_spin:R:1 method="wB97M-V/def2-TZVPD" spin_multiplicity=5 homo_ev="-6.2 / -6.3" gap_ha="0.2386 / 0.2419" total_energy_ev=-100426.08476
Cr -1.235001 0.305467 1.294960 -0.8720 1.2617 -0.9917 3.8632
F 0.711405 -0.414038 1.948557 -0.4688 0.0183 -0.1211 -0.0342
O -1.808078 0.732406 3.284455 -0.6969 1.5449 2.1830 0.0163
O 2.681441 -5.122592 -0.491590 -2.1497 0.6314 0.5294 0.0001
O 1.692471 0.894672 4.316253 0.6398 -0.6732 1.6640 -0.0007
O -1.111482 -0.960025 -0.486209 -0.2432 -2.0278 -0.0445 0.0578
O 1.535712 -2.815624 3.164563 -0.4455 -0.0592 -0.0298 -0.0010
O 5.364739 -0.583179 0.152570 -1.0323 -0.3244 0.4797 0.0000
O 2.950513 -2.245480 -3.219406 0.5602 0.5397 1.9670 0.0002
O -2.082952 1.124833 -4.207257 -0.9667 -1.0725 0.9261 -0.0007
O -3.348697 1.127493 0.870059 -0.9947 0.1486 -0.2658 -0.0415
O 0.171109 4.130874 -1.750145 0.8906 -0.2128 -0.7257 -0.0014
N -0.316253 1.969967 0.155183 -0.6286 -1.0573 -1.4080 0.0172
N -4.335677 1.694272 -0.054516 1.0315 1.1340 0.1663 0.0140
N -0.933666 0.129698 -6.369331 -1.5127 -1.0841 -1.8048 0.0000
N -2.273924 -1.513029 1.989789 0.7527 0.7894 -0.1615 0.0044
N 2.148168 0.346446 -0.601673 2.3294 0.7632 -0.8341 -0.0025
N 4.961381 -4.933185 -2.152209 -1.2994 0.5641 -1.2953 0.0000
C -0.106086 0.467948 -5.286751 -0.2182 1.0521 0.4011 -0.0002
C 1.514573 -4.597031 0.196351 -0.0384 -1.5027 -0.3396 -0.0002
C -6.457164 0.682787 1.053791 0.2053 -0.1026 -0.7215 -0.0014
C 3.271953 -2.316424 -4.550521 -0.2386 -0.7607 -1.2417 0.0001
C -2.052222 2.005738 3.985615 0.5923 -1.0826 0.5601 0.0425
C -1.274413 -0.639314 -1.840744 -0.1309 0.2730 -1.0377 0.0023
C 2.356895 -0.961997 -1.254147 -0.3898 0.2055 -0.7087 -0.0049
C 6.276474 -5.202665 -0.198757 1.1413 -0.3350 1.0005 0.0000
C 6.242671 -1.101288 1.167843 -0.7939 0.1880 -1.0259 0.0001
C -2.879153 1.975939 -3.397108 0.1183 0.5697 -0.9855 0.0009
C 1.250155 0.843166 -5.785517 0.5537 0.4373 0.6997 0.0001
C -1.953065 -1.593832 3.392637 -0.6324 -0.7711 1.3263 0.0335
C -1.619691 -2.540131 1.254124 0.8549 -0.9800 -0.9327 0.0394
C 1.058210 2.939944 1.777362 0.1941 1.4407 0.3874 0.0815
C -6.741042 3.086632 -1.155962 -0.2863 -1.3226 1.0950 0.0014
C -2.383247 -0.349319 4.063485 0.5684 1.3476 -0.9432 -0.0017
C -3.204269 3.993017 0.041270 0.4597 -1.7530 -0.0424 0.0041
C 4.403667 0.347774 0.678804 0.6538 0.6950 -0.5308 -0.0001
C 1.038976 3.920060 -0.651008 -1.4820 -0.3760 1.7590 -0.0021
C 0.919332 4.770436 -2.774736 -0.1160 0.4526 -0.8152 0.0003
C -1.604494 -2.302903 -0.242771 -0.2349 -0.2988 0.5940 -0.0612
C 1.349261 0.011967 5.451232 -0.6413 1.9014 -0.5802 0.0005
C 1.930546 0.577383 6.765273 0.7793 -0.1290 -0.7256 -0.0002
C 3.898949 -4.735409 0.059025 0.4133 -0.5803 -0.3238 0.0009
C 4.953275 -5.383339 -0.809455 0.4331 -0.2186 0.5811 0.0005
C 0.226469 3.231088 0.513835 1.1936 1.2344 1.1390 -0.0006
C -5.584033 0.887669 -0.234866 0.5069 0.3230 -0.5545 0.0037
C 3.492908 1.009222 -0.373765 -0.3883 -0.6808 0.2049 -0.0013
C 2.920007 -2.590900 3.210930 0.6167 -0.7438 0.5190 -0.0007
C 2.824540 -0.910292 -2.768258 -0.7409 -0.1196 1.7681 0.0042
C -5.200168 -0.520055 -0.852278 0.1805 1.0961 0.3985 -0.0041
C -6.417848 1.606931 -1.363721 -0.1780 0.1839 -0.1368 -0.0015
C -5.486262 3.836854 -0.866566 0.8512 -0.8622 0.4215 0.0007
C -4.530020 3.187969 0.214882 -0.8150 1.5118 -0.0434 -0.0033
C 3.522384 -3.939043 3.611146 0.1515 0.0205 -0.4985 0.0001
C -0.824257 1.595106 -4.529100 1.1821 -0.5650 0.5918 0.0001
C -5.079255 3.627769 1.606761 -0.1656 -1.1375 0.6447 -0.0007
H -3.252210 -1.737426 1.877071 -0.4388 1.0454 -0.0870 0.0149
H 3.117783 -4.272082 4.566908 0.0759 0.1322 0.0476 0.0001
H -4.418238 -0.411024 -1.603805 0.0153 0.3417 -0.0215 0.0018
H 0.476113 1.548919 -0.308475 0.4014 -1.1016 -0.3252 -0.0283
H 1.398296 3.870552 2.231670 0.1081 0.2061 0.0002 -0.0004
H -7.313847 1.003692 -1.509963 -0.2650 0.0675 0.0589 -0.0001
H -2.564948 3.679058 0.866368 0.1113 0.2966 0.0824 0.0137
H 0.649796 -4.974067 -0.349637 0.0801 0.0746 -0.3388 0.0000
H -7.062313 1.546815 1.328295 0.2370 0.1505 -0.0918 0.0002
H 3.923179 -3.645893 0.037403 0.5549 0.2705 0.3854 -0.0011
H -3.027039 2.840869 -4.043731 -0.5816 0.5280 0.3294 0.0000
H 1.293005 5.753743 -2.489104 -0.1256 0.1829 0.4636 0.0000
H 3.508483 -3.356829 -4.773457 -0.4176 -0.1203 -0.1033 0.0000
H -0.919661 2.192540 -0.623578 -0.8142 -0.3814 -0.2737 -0.0109
H -2.160819 -3.449343 1.516056 0.6108 -0.7520 -0.4519 0.0081
H -6.137056 3.400000 1.738164 -0.1338 0.0831 -0.2249 0.0002
H -3.466663 -0.263345 3.980400 -0.1724 0.1946 0.3201 -0.0061
H -1.996443 2.919918 3.394630 -0.2164 -0.5930 -0.6314 -0.0157
H 6.468751 -4.141396 -0.041146 0.3041 0.0630 0.0443 0.0000
H 1.172272 -2.069799 2.681584 -0.4462 0.7471 -0.2800 0.0131
H 1.964048 2.345091 1.660204 -0.1776 -0.1890 -0.4563 0.0053
H 1.369746 -1.424078 -1.265896 0.0592 -0.3369 0.0225 0.0019
H 0.335682 4.935749 -3.680337 -0.5566 -0.1838 0.2993 0.0000
H 7.065574 -1.534730 0.599475 0.2855 0.2783 0.3676 0.0000
H -5.959444 1.672056 -2.350493 0.7862 -0.9589 0.0358 0.0001
H 1.819577 1.104227 -4.893493 0.5934 -0.2010 -0.1138 -0.0001
H 3.297130 -2.211405 2.261261 0.0780 -0.2476 -0.3403 -0.0010
H 1.610167 0.025540 7.648987 -0.2101 -0.0136 -0.1318 0.0000
H 6.498396 -0.282103 1.839888 0.5064 -0.1105 0.0788 0.0000
H -1.105780 0.942459 -6.943719 0.4407 0.3057 -0.4209 0.0000
H 4.045782 1.120430 -1.306543 -0.1466 -0.0108 -0.0789 0.0003
H -1.865144 -0.020599 -6.008992 -0.2251 -0.5350 0.1234 0.0000
H -7.218441 3.540736 -2.024285 -0.3147 -0.2403 0.0279 0.0002
H -4.852488 3.853182 -1.753229 -0.2053 0.4150 -0.3832 0.0000
H -0.555043 -2.600924 1.479775 -0.1533 -0.0782 0.7705 -0.0039
H 5.020466 1.140800 1.101608 -0.0230 0.3871 0.2353 -0.0002
H 5.354388 -4.007826 -2.248973 0.7370 0.2246 0.3097 0.0000
H -6.059268 -0.941417 -1.374295 -0.1339 -0.1678 0.3003 0.0000
H -2.993798 1.918071 4.527694 -0.2187 0.2553 -0.3477 0.0035
H -4.790611 -1.209555 -0.114082 -0.2682 -0.0210 0.1933 0.0002
H -2.336868 -0.661227 -2.083244 0.0439 0.1990 -0.1885 -0.0030
H -7.395388 3.132806 -0.285454 -0.3519 0.4617 -0.0137 -0.0002
H 5.781250 -1.909693 1.735001 -0.2431 -0.0058 0.1519 -0.0001
H -2.434907 2.329152 -2.466523 0.4133 -0.3363 0.0611 -0.0037
H -2.590912 -2.324860 3.889490 0.2239 -0.7956 0.0130 0.0041
H -3.826626 1.497274 -3.149589 0.1949 -0.1080 -0.1797 0.0000
H 0.023333 -0.425922 -4.676547 -0.2091 0.0264 0.4103 0.0005
H 1.899214 3.291487 -0.881239 0.1590 0.1216 -0.3556 0.0010
H 3.247201 -4.683649 2.864193 -0.2409 0.0354 0.0682 -0.0001
H -0.617787 3.884643 0.733380 0.2510 0.2112 0.2768 -0.0197
H -0.841780 0.329354 -2.090954 -0.1804 0.0977 0.5072 0.0098
H 1.404630 -5.061122 1.176468 0.3568 0.1466 0.2954 0.0001
H 4.611605 -3.975948 3.629313 0.0759 0.3453 0.2351 -0.0001
H 1.807460 0.183252 0.335017 -0.4821 -0.4909 0.3666 0.0160
H 1.659654 -0.019652 -6.310841 0.2763 0.2551 0.0065 0.0000
H 7.067932 -5.667661 -0.786537 0.0019 0.2427 -0.1749 0.0000
H -5.834664 0.404759 1.904249 0.1622 0.0667 -0.0734 0.0005
H -1.274125 2.086395 4.744673 0.1712 0.0335 0.1145 0.0071
H -3.233670 5.078252 -0.056237 -0.7064 -0.0123 0.4652 0.0006
H 3.023361 -1.566835 -0.639260 0.2462 -0.2980 -0.2850 0.0010
H 2.383552 -1.970941 -5.079196 0.1444 -0.0749 -0.8005 -0.0001
H 0.476003 2.459781 2.563862 -0.1981 -0.1396 -0.2495 -0.0017
H 1.289007 1.741115 -6.402183 -0.3182 -0.1002 -0.3170 0.0000
H -4.948905 4.672346 1.889574 0.1320 0.2339 -0.6539 -0.0001
H 1.557018 -1.040089 5.256023 0.4603 0.0687 0.0421 0.0000
H 4.159808 -1.788166 -4.898022 0.1156 0.6451 0.3949 0.0000
H 3.986020 -4.679135 -2.217233 -0.6731 -0.1876 -1.2877 0.0000
H 3.164953 -1.814166 3.935356 0.0756 0.1039 0.2981 -0.0002
H -0.742673 -1.335631 -2.489205 0.0134 -0.3787 0.0354 0.0016
H 1.381707 -3.521181 0.310425 0.7786 0.2527 -0.2503 -0.0009
H -0.888692 2.459821 -5.189578 0.0987 0.4301 -0.0682 0.0002
H 4.737138 -6.451574 -0.793252 -0.2660 -0.1942 -0.1552 0.0001
H -4.603702 3.090482 2.427290 0.3189 -0.3420 -0.1114 -0.0005
H -7.176242 -0.118559 0.883900 0.0116 -0.2043 -0.0639 0.0001
H -0.277540 1.831585 -3.616267 0.2140 0.4862 0.2370 -0.0003
H 1.470395 0.430713 3.505688 -0.3633 -0.3921 -0.5696 0.0058
H 0.264002 0.109833 5.478402 -0.3099 -0.3323 0.4310 -0.0002
H 2.038462 -0.406338 -3.330577 -0.1256 0.1616 -0.1432 -0.0024
H 3.748225 -0.345648 -2.895054 0.2356 -0.0859 -0.0260 0.0000
H 3.752570 0.028775 1.492700 0.0977 -0.8493 0.1832 -0.0002
H -0.912909 -1.843697 3.601775 0.0291 0.1287 -0.3880 -0.0248
H 3.020311 0.556077 6.757163 0.1726 -0.4612 -0.1508 0.0000
H -2.692289 3.682968 -0.869688 0.0166 -0.2541 -0.1544 -0.0012
H -5.844164 4.824899 -0.577107 0.8531 0.3412 0.1062 -0.0003
H 1.800617 4.243233 -3.140081 0.1120 -0.6612 0.4297 -0.0001
H 4.116306 -5.189308 1.025894 -0.6109 0.4159 0.5891 0.0000
H 3.322296 2.007111 0.030228 -0.1556 0.0616 -0.1699 0.0008
H 1.768867 1.645680 6.909156 -0.7262 -0.0495 -0.1927 0.0000
H -2.576484 -2.547761 -0.670997 -0.3401 0.9261 -0.3237 -0.0082
H -2.024915 -0.327931 5.092679 -0.1548 0.1605 0.1032 0.0000
H 1.309842 4.910083 -0.284160 0.6078 0.0056 0.1483 -0.0008
H -0.967851 -3.097702 -0.631475 0.5489 0.3547 -0.4506 -0.0001
H 6.275213 -5.728519 0.756008 0.2489 0.2333 0.2964 0.0000


Record 2
14
Properties=species:S:1:pos:R:3:forces:R:3:mulliken_spin:R:1 method="wB97M-V/def2-TZVPD" spin_multiplicity=3 homo_ev="-10.6 / -14.3" gap_ha="0.2564 / 0.2412" charge=+1 relative_energy_kj_mol=250.33 total_energy_ev=-9171.52832
N -0.468397 -0.569007 -1.808627 0.9591 -0.8693 -0.4135 0.2805
N 0.082080 2.786809 -0.682267 2.5037 4.0146 2.4478 0.2928
N 0.471111 -0.203244 0.380570 -1.8745 -0.9142 5.7755 0.4248
N -0.113935 -0.218957 1.674622 -0.6531 0.0197 -3.5051 0.4774
C -0.132311 1.661382 -0.941701 -2.8815 -2.0627 -2.1235 0.3051
C -0.507918 0.703903 -1.957640 0.1827 0.3159 0.3062 0.0870
C 0.016922 -1.146153 -0.628600 -0.7144 -3.1544 -1.4552 0.0512
H -0.826369 -1.874521 -0.371203 0.9525 1.2726 0.9140 0.0100
H 0.902279 -1.923762 -0.723069 -1.2114 1.6650 -0.3270 0.0519
H 0.286605 -0.554378 2.544254 1.0403 0.2740 -0.2653 0.0033
H -1.139076 -0.303690 1.664022 0.5882 -0.0113 -0.3378 -0.0180
H 0.138765 3.433119 0.180913 -0.7694 -1.5286 -1.9074 0.0398
H 1.444042 -0.115512 0.488979 1.6484 0.2379 -0.0088 -0.0180
H -0.994909 0.983896 -2.912531 0.2294 0.7408 0.9001 0.0122